(1)
ORCA calculation (ωB97M-V/def2-TZVPD) on 2 unconnected molecules or ions with the total composition H5N3.

The lowest unoccupied orbital energy (alpha / beta) is 0.81 / 0.29 eV. As for the orbital gap (alpha / beta): 0.369 / 0.305 Ha. For the highest occupied orbital energy (alpha / beta), the calculation gives -9.2 / -8.0 eV. The electronic energy comes out at -167.09860 hartree.

Each line ends with the Mulliken charge.
CARTESIAN COORDINATES (ANGSTROEM)
N: -0.67 -1.29 0.19  -0.2256
N: 0.55 1.17 -0.54  -0.5435
N: -0.06 -0.37 0.95  -0.3936
H: -1.54 -0.97 -0.12  0.2326
H: 0.13 -1.54 -0.50  0.2934
H: 1.12 1.91 -0.11  0.1938
H: 1.18 0.68 -1.14  0.1860
H: -0.72 0.41 1.29  0.2568

(2)
ORCA calculation (ωB97M-V/def2-TZVPD) on C5H7NO in the gas phase.

The lowest unoccupied orbital energy (alpha / beta) is 0.17 / 0.17 eV. As for the orbital gap (alpha / beta): 0.263 / 0.263 Ha. For the highest occupied orbital energy (alpha / beta), the calculation gives -7.0 / -7.0 eV. The electronic energy comes out at -324.64974 hartree.

Each line ends with the Mulliken charge.
CARTESIAN COORDINATES (ANGSTROEM)
C: -1.97 0.10 0.14  -1.1049
C: -0.49 -0.06 0.12  0.2380
C: 0.49 1.07 0.17  -0.4934
C: 1.80 0.44 0.10  -0.2768
N: 1.60 -0.82 -0.16  0.0460
C: 0.17 -1.23 -0.21  0.1149
O: -0.15 -2.38 -0.50  -0.7529
H: -2.34 1.04 -0.32  0.3170
H: -2.34 0.08 1.17  0.2410
H: -2.43 -0.74 -0.40  0.3168
H: 0.23 1.27 -0.89  0.2425
H: 0.36 1.98 0.77  0.4420
H: 2.79 0.88 0.20  0.4383
H: 2.32 -1.51 -0.36  0.2316

(3)
ORCA calculation (ωB97M-V/def2-TZVPD) on 2 unconnected molecules or ions with the total composition C9H19N2O3.

The lowest unoccupied orbital energy is -4.20 eV. As for the orbital gap: 0.243 Ha. For the highest occupied orbital energy, the calculation gives -10.8 eV. The electronic energy comes out at -689.13301 hartree. As for the total charge: +1.

Each line ends with the Mulliken charge.
CARTESIAN COORDINATES (ANGSTROEM)
C: 2.89 1.87 0.13  -0.5357
C: -1.94 2.24 -1.42  -1.3696
C: 1.57 -3.03 -1.01  -1.2182
C: -1.83 0.05 -0.09  -0.9540
C: -0.35 -1.93 0.15  -1.4004
C: -0.46 -0.24 1.83  -0.4514
C: -1.25 1.48 -0.28  0.4980
C: 1.02 -1.68 -0.56  0.8846
C: 1.96 1.63 2.30  -0.0947
N: 2.57 2.01 1.30  0.1461
N: -0.85 -0.62 0.67  0.2986
O: -1.33 2.26 0.92  -0.5128
O: 0.64 -0.79 -1.66  -0.4689
O: 1.03 2.34 2.97  -0.4387
H: 3.89 2.45 -0.12  0.2277
H: -2.40 3.27 -1.24  0.3344
H: -1.21 2.24 -2.22  0.3426
H: -2.88 1.77 -1.74  0.3649
H: 1.10 -3.16 -2.03  0.3324
H: 2.66 -3.08 -1.08  0.3345
H: 1.18 -3.85 -0.32  0.3280
H: -2.76 -0.15 0.41  0.4612
H: -1.97 -0.50 -1.02  0.4191
H: -1.12 -2.35 -0.43  0.3683
H: -0.23 -2.62 0.99  0.5524
H: -0.80 0.71 2.20  0.5098
H: 0.28 -0.86 2.34  0.3297
H: -0.29 1.44 -0.52  0.2525
H: 1.74 -1.10 0.03  0.1270
H: 2.30 0.65 2.86  0.3685
H: -2.29 2.60 1.02  0.3745
H: 1.10 -0.87 -2.47  0.2671
H: 0.71 2.98 2.39  0.3225

(4)
ORCA calculation (ωB97M-V/def2-TZVPD) on a molecular structure, C35H37IP2Sn.

The lowest unoccupied orbital energy (alpha / beta) is -8.25 / -8.54 eV. As for the orbital gap (alpha / beta): 0.176 / 0.172 Ha. For the highest occupied orbital energy (alpha / beta), the calculation gives -13.0 / -13.2 eV. The electronic energy comes out at -2549.88897 hartree. As for the total charge: +2.

Each line ends with the Mulliken charge.
CARTESIAN COORDINATES (ANGSTROEM)
Sn: -4.64 -0.40 1.72  0.5872
C: -3.85 -3.86 5.26  -0.9396
C: -2.77 -3.11 4.94  -0.0280
C: -1.63 -3.51 4.07  -0.7126
C: -1.90 -3.41 2.56  0.4400
C: -3.14 -4.10 2.03  -0.5876
C: -3.83 -5.10 2.57  -0.2847
C: -3.45 -5.94 3.74  -0.8919
C: -3.93 -5.36 5.12  -0.7248
C: -5.93 -1.69 0.41  -1.2272
H: -4.55 -3.49 6.02  0.7109
H: -2.79 -2.05 5.25  0.4649
H: -1.28 -4.52 4.34  0.3826
H: -0.82 -2.80 4.34  0.4722
H: -1.90 -2.34 2.28  -0.6938
H: -1.05 -3.85 2.02  0.3603
H: -3.49 -3.68 1.08  0.6557
H: -4.84 -5.30 2.18  0.3443
H: -2.37 -6.12 3.76  0.3749
H: -3.95 -6.92 3.59  0.4010
H: -4.96 -5.71 5.28  0.3964
H: -3.31 -5.83 5.91  0.3119
H: -6.95 -1.85 0.78  0.4021
H: -5.41 -2.65 0.43  0.2645
H: -5.96 -1.30 -0.64  0.4050
P: 1.70 3.20 -0.42  0.2041
P: 1.17 1.64 -3.19  0.2351
C: 2.87 1.95 -1.02  -0.6241
C: 2.67 1.33 -2.21  -0.5333
C: 2.86 4.50 0.19  0.3490
C: 4.20 4.25 0.55  0.1223
C: 4.98 5.28 1.07  -0.6538
C: 4.46 6.57 1.20  -0.5140
C: 3.15 6.84 0.79  -0.5610
C: 2.35 5.81 0.27  -0.3284
C: 1.12 2.38 1.12  0.7363
C: 0.26 1.28 0.96  -0.8530
C: -0.19 0.58 2.08  -0.0822
C: 0.22 0.96 3.37  -0.4995
C: 1.06 2.07 3.52  -0.6732
C: 1.50 2.79 2.41  -0.5244
C: 2.03 1.87 -4.83  0.5594
C: 2.79 3.05 -4.99  -0.4089
C: 3.56 3.22 -6.14  -0.5716
C: 3.57 2.25 -7.15  -0.5043
C: 2.78 1.11 -7.00  -0.5740
C: 2.00 0.92 -5.86  -0.3295
C: 0.51 -0.06 -3.36  0.3830
C: -0.82 -0.16 -3.81  -0.4400
C: -1.36 -1.42 -4.07  -0.6305
C: -0.60 -2.58 -3.85  -0.5254
C: 0.70 -2.46 -3.35  -0.7167
C: 1.25 -1.21 -3.07  0.0096
H: 3.71 1.68 -0.36  0.5429
H: 3.42 0.66 -2.65  0.8236
H: 4.63 3.26 0.41  0.1890
H: 6.00 5.07 1.37  0.4154
H: 5.08 7.38 1.62  0.3965
H: 2.74 7.85 0.87  0.3994
H: 1.34 6.02 -0.07  0.3741
H: -0.04 0.97 -0.04  0.3104
H: -0.86 -0.28 1.95  0.3939
H: -0.11 0.39 4.23  0.3663
H: 1.39 2.37 4.51  0.4022
H: 2.14 3.66 2.54  0.3328
H: 2.80 3.80 -4.20  0.3706
H: 4.16 4.12 -6.25  0.3883
H: 4.19 2.39 -8.04  0.3913
H: 2.78 0.35 -7.78  0.3990
H: 1.38 0.03 -5.77  0.2923
H: -1.41 0.74 -3.97  0.4021
H: -2.38 -1.50 -4.44  0.4468
H: -1.02 -3.56 -4.06  0.4369
H: 1.30 -3.35 -3.16  0.4442
H: 2.25 -1.13 -2.65  0.3888
I: -5.61 -1.99 3.69  0.1585

(5)
ORCA calculation (ωB97M-V/def2-TZVPD) on a molecular structure, H31O15.

The lowest unoccupied orbital energy is -2.82 eV. As for the orbital gap: 0.377 Ha. For the highest occupied orbital energy, the calculation gives -13.1 eV. The electronic energy comes out at -1146.76320 hartree. As for the total charge: +1.

Each line ends with the Mulliken charge.
CARTESIAN COORDINATES (ANGSTROEM)
O: 2.72 0.69 0.61  -0.7315
H: -3.17 2.18 0.83  0.2822
H: 3.46 1.12 1.31  0.4295
O: -1.64 0.33 3.18  -0.6933
H: -1.09 -0.46 2.83  0.3293
H: -2.26 0.55 2.47  0.3461
O: -3.92 1.72 0.72  -0.5513
H: 1.20 -0.30 -1.21  0.3703
H: -4.58 2.22 0.31  0.2587
O: -0.68 -2.81 -1.77  -0.5753
H: -0.80 -3.77 -1.35  0.3468
H: -0.25 -2.99 -2.50  0.2679
O: -2.04 -4.31 -0.08  -0.6603
H: -2.71 -3.75 0.00  0.2805
H: -1.35 -3.83 0.38  0.3396
O: 1.28 -1.10 -0.75  -0.6750
H: 0.71 -1.63 -1.33  0.2103
H: 0.20 1.08 2.52  0.5778
O: 2.45 -2.07 3.17  -0.5607
H: 2.33 -2.65 3.85  0.2773
H: 1.93 -1.28 3.56  0.2909
O: 0.35 1.68 -1.35  -0.5557
H: -0.50 2.24 -1.53  0.3118
H: 1.03 2.18 -1.78  0.3531
O: 0.51 0.49 1.89  -0.6922
H: 1.81 0.75 1.47  0.4385
H: 0.04 0.70 1.13  0.2508
O: -2.00 0.17 -2.55  -0.5377
H: 2.85 1.69 -3.27  0.2846
O: -0.58 2.26 -3.46  -0.7943
H: 0.10 3.00 -3.85  0.3568
H: -0.17 1.36 -3.29  0.2654
O: 3.82 -1.62 0.29  -0.6175
H: 3.66 -2.40 0.89  0.3750
H: 3.10 -1.81 -0.41  0.4598
O: 0.46 2.54 3.27  -0.6245
H: 1.26 2.82 3.78  0.2952
H: -0.29 2.77 3.81  0.3003
O: 1.95 1.86 -3.24  -0.6321
H: 3.02 -0.50 0.68  0.5809
H: 1.44 1.07 -3.34  0.2225
O: -2.75 -0.34 0.07  -0.4119
H: -3.23 0.12 -0.56  0.2353
H: -3.03 -1.34 0.01  0.2221
H: -1.68 0.97 -2.82  0.4459
H: -2.98 0.41 -2.58  0.3083

(6)
ORCA calculation (ωB97M-V/def2-TZVPD) on a molecular structure, C18H37CoOP3S.

The lowest unoccupied orbital energy (alpha / beta) is -11.88 / -12.99 eV. As for the orbital gap (alpha / beta): 0.189 / 0.138 Ha. As for the expectation value of S²: 6.0979. As for the multiplicity: 5. For the highest occupied orbital energy (alpha / beta), the calculation gives -17.0 / -16.7 eV. The electronic energy comes out at -3587.05767 hartree. As for the total charge: +3.

Each line ends with the Mulliken spin population.
CARTESIAN COORDINATES (ANGSTROEM)
Co: 0.01 -0.97 -0.22  1.8383
P: -0.89 -1.58 1.59  0.0250
P: 1.26 -2.46 -0.81  -0.0272
P: -1.45 -0.52 -1.62  0.1695
H: -0.22 3.59 -1.20  0.0012
C: -1.20 3.11 -0.98  -0.0718
C: -1.83 3.61 0.25  0.1351
H: -1.74 4.73 0.18  -0.0027
C: 0.09 -1.52 3.15  0.0093
C: -1.34 -3.39 1.53  0.0259
C: -2.41 -0.79 2.15  0.0091
C: 2.45 -1.81 -1.99  0.0283
C: 2.27 -3.22 0.49  0.0115
C: 0.39 -3.84 -1.60  0.0086
C: -2.33 1.00 -1.46  0.0069
C: -2.77 -1.74 -1.59  0.0431
C: -0.75 -0.51 -3.30  0.0149
H: -1.84 3.36 -1.87  0.0119
H: -2.90 3.31 0.23  0.0030
H: 0.29 -0.46 3.38  -0.0034
H: 1.05 -2.07 3.03  0.0009
H: -0.50 -1.99 3.96  0.0021
H: -0.43 -4.01 1.59  -0.0011
H: -1.88 -3.60 0.58  -0.0037
H: -2.00 -3.58 2.40  0.0036
H: -2.15 0.16 2.61  -0.0057
H: -2.89 -1.44 2.89  0.0061
H: -3.09 -0.61 1.32  -0.0027
H: 3.14 -2.63 -2.19  0.0086
H: 2.97 -0.96 -1.54  -0.0072
H: 1.93 -1.49 -2.91  -0.0040
H: 3.01 -3.82 -0.06  0.0007
H: 1.66 -3.85 1.15  -0.0007
H: 2.79 -2.44 1.07  0.0003
H: 1.18 -4.49 -1.99  0.0056
H: -0.25 -3.49 -2.43  0.0000
H: -0.22 -4.38 -0.87  -0.0068
H: -2.81 1.33 -2.40  -0.0002
H: -1.47 1.73 -1.17  0.0070
H: -3.08 1.01 -0.66  -0.0023
H: -3.48 -1.48 -2.39  0.0017
H: -3.28 -1.71 -0.62  -0.0030
H: -2.33 -2.72 -1.76  -0.0044
H: -1.54 -0.25 -4.02  0.0062
H: -0.36 -1.51 -3.52  -0.0049
H: 0.07 0.23 -3.38  -0.0064
C: 1.12 3.21 1.61  0.1410
C: 1.43 2.81 0.28  0.0123
C: 2.53 3.32 -0.39  0.0521
C: 3.41 4.21 0.27  0.1755
C: 3.17 4.52 1.61  -0.0023
C: 2.04 4.06 2.27  0.1139
S: -0.23 2.80 2.56  1.2128
H: -1.39 3.56 1.38  -0.0136
H: 0.72 2.23 -0.32  0.0569
H: 2.74 3.05 -1.43  0.0033
H: 4.30 4.59 -0.24  -0.0010
H: 3.88 5.12 2.19  0.0046
H: 1.78 4.35 3.30  -0.0169
O: 2.19 0.31 1.25  0.0392
C: 1.23 0.00 0.64  -0.0040